1.
13
Properties=species:S:1:pos:R:3 method="wB97M-V/def2-TZVPD" homo_lumo_gap_ev=6.91 lumo_energy_ev=4.0 charge=-1 e_homo_ev=-2.94 total_energy_ev=-18155.755
H -0.664 1.286 0.886
O 1.666 -1.860 1.577
H 1.470 0.060 1.030
H -2.147 0.417 0.911
H -0.707 -0.638 2.564
O 0.972 2.390 -2.244
H -0.895 -1.779 1.245
C 1.001 -0.875 1.362
C -0.496 -0.791 1.501
C -1.092 0.313 0.659
H 0.149 1.860 -2.200
S -1.024 0.030 -1.139
H 1.621 1.709 -2.479



2.
13
Properties=species:S:1:pos:R:3 method="wB97M-V/def2-TZVPD" homo_lumo_gap_ev="7.42 / 7.66" lumo_energy_ev="-4.3 / -4.2" charge=+1 e_homo_ev="-11.73 / -11.86" total_energy_ev=-25214.284 multiplicity=7
C -1.719 -0.522 -0.028
O -0.420 0.044 -0.001
H 2.828 -0.789 -0.255
H 0.491 -1.386 -1.187
H 0.667 -1.614 0.592
O 2.015 1.060 -0.173
C 1.927 -0.148 -0.271
H -1.924 -0.886 -1.046
H -2.433 0.271 0.217
H -1.815 -1.337 0.705
H -0.566 3.714 0.137
C 0.617 -0.863 -0.220
Sm 0.331 2.457 1.530



3.
13
Properties=species:S:1:pos:R:3 method="wB97M-V/def2-TZVPD" homo_lumo_gap_ev=8.32 lumo_energy_ev=3.9 charge=-1 e_homo_ev=-4.45 total_energy_ev=-9367.901
H -1.950 -3.220 -0.790
H -0.237 -1.488 1.090
O 0.849 0.945 -0.103
O 1.550 3.070 0.155
O -1.150 -0.578 -0.573
C -1.874 -2.771 0.210
H -1.669 -3.578 0.926
C 1.717 1.830 0.146
H -2.776 -2.314 0.642
H 2.622 1.428 0.592
H -0.573 0.100 -0.118
C -0.742 -1.756 0.077
H 0.040 -2.218 -0.644



4.
13
Properties=species:S:1:pos:R:3 method="wB97M-V/def2-TZVPD" homo_lumo_gap_ev=8.44 lumo_energy_ev=4.3 charge=-1 e_homo_ev=-4.17 total_energy_ev=-9367.827
H 0.315 -3.055 -1.676
H -0.216 2.934 1.529
H 0.654 -0.509 -0.772
O 0.322 -0.151 1.815
H -1.529 2.224 1.281
H -0.445 -1.446 -2.184
C -0.144 0.746 1.118
C -0.698 2.055 1.876
H 1.093 -2.074 -2.884
C 0.476 -2.025 -1.926
O 1.200 -1.354 -0.966
O -0.209 0.754 -0.114
H -0.819 1.900 2.904



5.
13
Properties=species:S:1:pos:R:3 method="wB97M-V/def2-TZVPD" homo_lumo_gap_ev=8.91 lumo_energy_ev=4.4 charge=-1 e_homo_ev=-4.56 total_energy_ev=-9368.639
H 0.682 3.566 0.703
O 0.646 -0.441 -1.258
H 0.683 0.540 -1.093
H -1.074 -2.293 0.964
C 0.508 2.499 0.393
H 0.593 -2.455 0.326
C -0.536 -0.926 -0.647
H -1.076 -1.536 -1.393
H 0.174 -1.113 1.366
C -0.217 -1.761 0.574
O 0.053 1.763 1.279
H -1.183 -0.079 -0.402
O 0.746 2.236 -0.810



6.
13
Properties=species:S:1:pos:R:3 method="wB97M-V/def2-TZVPD" homo_lumo_gap_ev=7.44 lumo_energy_ev=3.8 charge=-1 e_homo_ev=-3.66 total_energy_ev=-9367.089
H -1.490 2.186 1.954
C 1.370 -0.422 -0.780
O -0.133 0.687 2.411
H 1.099 0.001 0.218
H -0.223 2.609 3.068
O -0.992 -0.569 -0.680
H -0.209 0.047 1.717
C -0.370 2.174 2.098
H 1.617 -1.384 -0.474
C -0.064 -0.886 -1.417
H 2.025 0.209 -1.445
O 0.047 -1.531 -2.441
H 0.186 2.444 1.245



7.
15
Properties=species:S:1:pos:R:3 method="wB97M-V/def2-TZVPD" homo_lumo_gap_ev="9.52 / 5.37" lumo_energy_ev="0.2 / -3.9" e_homo_ev="-9.27 / -9.25" total_energy_ev=-31035.371 multiplicity=2
O 0.847 -1.376 0.808
S -2.733 0.176 -0.405
O -1.297 -0.883 2.336
H 1.079 1.016 0.539
H -0.972 -0.008 2.601
C 1.268 0.639 -0.463
C 1.441 -0.875 -0.151
H 2.208 0.980 -0.891
H -0.382 -0.241 -1.631
O 2.073 -1.576 -0.975
S -1.304 1.740 -0.716
H -2.186 -0.248 0.802
C 0.071 0.718 -1.417
H -0.546 -1.293 1.870
H 0.433 1.233 -2.306



8.
14
Properties=species:S:1:pos:R:3 method="wB97M-V/def2-TZVPD" homo_lumo_gap_ev="8.12 / 6.72" lumo_energy_ev="-0.3 / -0.3" e_homo_ev="-8.47 / -7.02" total_energy_ev=-40893.228 multiplicity=2
C -1.030 -0.135 0.180
O 0.397 -2.020 -0.050
Yb 1.852 -0.860 -0.913
H 0.484 2.643 -0.309
H -1.391 -1.748 -1.210
H -0.409 2.033 1.059
H -1.981 0.339 -0.102
C -0.926 -1.605 -0.214
C 0.406 1.779 0.366
H -0.924 -0.113 1.278
O 3.864 -0.214 -1.336
H -1.601 -2.164 0.462
O 0.064 0.608 -0.368
H 1.194 1.456 1.158



9.
14
Properties=species:S:1:pos:R:3 method="wB97M-V/def2-TZVPD" homo_lumo_gap_ev=7.97 lumo_energy_ev=3.7 charge=-1 e_homo_ev=-4.31 total_energy_ev=-11415.203
O -0.525 1.919 -1.829
H 0.306 -0.110 -1.283
H 1.556 -1.464 -0.530
O 2.494 -1.300 -0.600
O -0.794 -0.312 2.283
H -0.955 1.660 0.613
H -1.451 0.222 -2.022
C -0.572 0.656 -1.296
H 0.058 2.487 -1.319
H 2.667 -0.854 0.222
C -0.457 -0.426 1.071
C -1.084 0.686 0.209
H -2.186 0.355 0.147
O 0.410 -1.280 0.681



10.
15
Properties=species:S:1:pos:R:3 method="wB97M-V/def2-TZVPD" smiles="C=CCOP(=O)(O)O" homo_lumo_gap_ev=9.27 lumo_energy_ev=-0.2 e_homo_ev=-9.45 total_energy_ev=-20702.608
H -1.226 1.430 1.295
O 0.173 -1.025 1.117
H 2.671 1.124 0.344
P 1.753 -0.913 0.556
H -2.983 0.681 -1.172
H -0.561 -0.797 -0.926
C -1.402 0.830 0.354
O 2.535 -2.042 1.233
O 2.516 0.520 1.097
H 1.438 -0.459 -1.595
C -0.832 -0.652 0.156
C -2.207 1.358 -0.689
O 1.943 -1.148 -1.103
H -1.728 -1.341 0.346
H -2.090 2.435 -1.011



11.
15
Properties=species:S:1:pos:R:3 method="wB97M-V/def2-TZVPD" homo_lumo_gap_ev=8.49 lumo_energy_ev=0.5 e_homo_ev=-8.04 total_energy_ev=-20700.525
O 1.441 -0.782 -1.866
H 1.271 -2.469 -0.684
H 1.643 -1.537 -2.455
O -0.532 -1.639 -1.143
H -1.935 0.057 1.399
H 0.450 2.315 -0.637
O -1.577 0.855 1.627
P 0.860 -0.278 0.764
C -0.298 2.223 0.230
C 0.803 -1.470 -0.836
C -0.495 1.016 0.809
H -0.638 -0.961 -1.793
H 0.015 -1.315 1.520
H -1.885 2.832 0.958
O -1.200 3.224 0.394



12.
14
Properties=species:S:1:pos:R:3 method="wB97M-V/def2-TZVPD" homo_lumo_gap_ev="7.62 / 7.62" lumo_energy_ev="-1.0 / -1.0" e_homo_ev="-8.65 / -8.66" total_energy_ev=-36230.592
H -0.726 0.657 -0.879
H -0.637 -1.705 -2.314
H 1.113 -1.486 -2.263
C 0.143 -1.248 -1.736
C 0.086 0.290 -1.454
H 0.286 0.942 -2.352
H 0.662 0.831 3.328
H -0.277 1.612 1.877
O 2.517 -0.479 1.991
C 0.033 0.697 2.380
P 1.291 -0.204 1.251
S 1.740 0.719 -0.521
S -0.210 -2.175 -0.232
H -0.822 0.177 2.745